No. 1
{"formula": "C8H10BrN", "method": "ωB97M-V/def2-TZVPD", "e_lumo_ev": -1.474, "mol_weight_g_mol": 200.08, "elements": ["C", "C", "C", "C", "C", "C", "C", "C", "N", "Br", "H", "H", "H", "H", "H", "H", "H", "H", "H", "H"], "coordinates": [[1.370422, 0.201666, -1.997163], [1.545703, -1.721254, 1.617396], [0.133958, -1.534760, 2.057988], [-1.122077, 1.984038, -1.044040], [-1.639509, 0.720666, -1.544742], [0.488933, -1.063616, 0.689495], [-1.017426, 0.796858, -0.171282], [0.342411, 0.357933, 0.244392], [1.970101, -0.103646, -2.935921], [1.387459, 1.713677, 1.011816], [2.408355, -1.020831, 1.792487], [2.128429, -2.556776, 1.176335], [-0.399927, -2.423094, 2.081708], [-0.102019, -0.794903, 2.789477], [-0.220601, 2.429302, -1.481631], [-1.719575, 2.736091, -0.689462], [-2.702616, 0.753766, -1.690363], [-1.120038, 0.482385, -2.432370], [0.037739, -1.731985, -0.118646], [-1.769726, 0.774482, 0.644527]], "forces_ev_per_angstrom": [[-0.9, 0.0, 2.3], [2.3, 2.0, -2.2], [1.5, 0.6, 0.3], [2.0, 1.1, 0.0], [-0.6, 0.6, -0.7], [-0.3, -1.0, -2.2], [0.0, 0.1, -0.1], [0.4, -1.4, -1.1], [0.1, 0.0, -0.3], [-0.1, -0.4, 0.1], [-1.5, -0.1, 0.8], [-1.6, -0.3, 0.6], [-1.3, -1.3, 0.2], [0.0, 0.2, 0.6], [-0.1, -0.7, 0.2], [-1.8, 1.6, 0.6], [-0.4, -0.7, 0.5], [0.8, -1.3, -0.4], [0.8, 1.0, 1.1], [0.8, -0.2, -0.3]]}

***

No. 2
{"formula": "C4H8NO2S", "method": "ωB97M-V/def2-TZVPD", "multiplicity": 2, "e_lumo_ev": [4.929, 4.908], "total_charge": -2, "mol_weight_g_mol": 134.18, "elements": ["O", "C", "O", "C", "C", "C", "S", "N", "H", "H", "H", "H", "H", "H", "H", "H"], "coordinates": [[-2.475105, -1.184720, 1.436043], [-1.775442, -0.422240, 0.711607], [-2.041787, 0.795572, 0.506151], [-0.517738, -1.040774, 0.101022], [0.702007, -0.250319, -0.485142], [1.925919, 0.188896, 0.262840], [2.569311, 1.779967, 0.477676], [-1.198094, -1.532919, -2.469499], [-0.957119, -1.552865, -0.940858], [0.137924, 0.480860, -1.076498], [0.981808, -1.060309, -1.173135], [1.895560, -0.130057, 1.317500], [-1.623210, -1.971418, -3.301826], [2.775492, 2.042318, -0.809261], [-1.773385, -0.685693, -2.537051], [-0.166275, -1.785746, 0.835731]], "forces_ev_per_angstrom": [[0.1, -0.3, -0.2], [0.3, 1.0, 0.9], [0.2, 0.1, -0.4], [-0.2, -1.0, 0.3], [-1.3, -0.6, -1.0], [-1.6, -0.3, 2.0], [0.2, 0.3, -0.5], [-0.7, 0.1, -2.0], [0.8, 0.4, 1.8], [0.9, 0.5, -0.2], [0.5, 0.5, -0.5], [0.3, -0.7, -0.3], [0.3, -0.7, 0.1], [0.0, 0.4, -0.4], [0.2, 0.4, 0.6], [-0.1, -0.2, -0.3]]}

***

No. 3
{"formula": "H3NO2Si", "method": "ωB97M-V/def2-TZVPD", "e_lumo_ev": -0.073, "mol_weight_g_mol": 77.11, "elements": ["N", "O", "O", "Si", "H", "H", "H"], "coordinates": [[-1.070371, 0.003677, 0.084252], [-1.682713, 1.049770, -0.098467], [-1.585893, -1.079913, 0.008437], [0.772271, 0.032105, 0.138103], [1.348147, 1.346690, 0.710545], [1.410069, -1.219407, 0.634280], [0.808489, -0.132921, -1.477148]], "forces_ev_per_angstrom": [[-0.7, 1.1, 0.1], [0.6, 0.0, 0.3], [-0.3, -1.2, 0.2], [1.1, 0.3, -2.4], [-0.7, -1.1, -0.4], [-0.5, 0.4, 0.3], [0.3, 0.5, 2.0]]}

***

No. 4
{"formula": "C2H9InN4O3", "method": "ωB97M-V/def2-TZVPD", "e_lumo_ev": -13.607, "total_charge": 2, "mol_weight_g_mol": 251.94, "elements": ["In", "O", "H", "C", "O", "N", "N", "H", "H", "H", "H", "C", "O", "N", "N", "H", "H", "H", "H"], "coordinates": [[-0.788630, 3.196910, 0.248215], [1.309824, 2.768556, 1.838439], [2.126305, 2.228528, 1.881697], [-1.016250, -0.804779, 1.262197], [-0.994236, 0.403087, 0.905604], [-2.010659, -1.619010, 0.872911], [0.006953, -1.351846, 1.949407], [-1.968535, -2.548730, 1.256464], [-2.672695, -1.350452, 0.167642], [-0.146515, -2.223156, 2.433722], [0.809130, -0.811255, 2.219992], [-1.634873, 2.661425, 4.260016], [-1.462890, 2.930785, 3.040359], [-0.631110, 2.663753, 5.154764], [-2.859217, 2.343478, 4.714725], [-0.816467, 2.483969, 6.127174], [0.321499, 2.753416, 4.848247], [-3.576006, 2.188522, 4.027245], [-2.990321, 2.149558, 5.692527]], "forces_ev_per_angstrom": [[1.1, -1.2, 1.5], [-1.5, 0.2, -0.2], [0.0, 0.0, -0.5], [-0.3, 0.0, -1.4], [0.7, 0.9, 0.4], [0.8, 0.0, 1.0], [-0.4, 0.0, 0.3], [-0.5, -0.2, -0.5], [-0.1, 0.0, 0.1], [0.2, 0.0, 0.0], [-0.1, 0.2, 0.0], [0.5, -0.5, 0.8], [-0.2, 0.2, -0.8], [-0.2, 0.1, -0.4], [0.6, 0.2, -0.6], [0.2, -0.1, 0.0], [0.0, 0.2, 0.0], [-0.3, 0.1, 0.3], [-0.4, 0.0, 0.0]]}